Record 1
ORCA calculation (ωB97M-V/def2-TZVPD) on 2 unconnected molecules or ions with the total composition CH4OS2 at a distorted geometry.

Element x y z (Å)
C1 0.91558 -0.14655 -0.35439
O1 1.57383 -1.36680 -0.26332
S1 -2.42363 0.07998 1.99174
S2 -1.53831 0.90614 0.38800
H1 1.38195 0.71550 0.08801
H2 1.95195 -1.51053 0.70458
H3 0.46272 -0.11702 -1.29723
H4 -2.53263 0.99285 2.95383

Properties
energy relative to the best compared isomer or geometry (same formula, charge and spin) = 54.7 kcal per mole
charge = 0
Kohn-Sham gap (alpha / beta) = 6.63 / 8.55 eV
HOMO level (alpha / beta) = -7.87 / -8.33 eV
E_tot = -912.004380 Ha
LUMO level (alpha / beta) = -1.24 / 0.21 eV

Löwdin atomic charges, in units of e: C -0.1607; O -0.0862; S 0.1562; S 0.0739; H 0.0475; H 0.1636; H 0.0252; H -0.2194



Record 2
ORCA calculation (ωB97M-V/def2-TZVPD) on a molecular structure, C40H53Be2Br3CaCl2F9GaNNaO12S2 at a distorted geometry.

Element x y z (Å)
C1 4.61173 -6.93963 -2.05214
O1 4.25967 -5.70307 -2.71018
C2 4.81946 -4.53021 -2.05241
C3 3.75474 -3.35061 -2.18358
C4 3.97921 -2.49803 -3.52194
C5 4.99684 -1.27806 -3.35870
C6 4.37673 0.10543 -3.85833
C7 5.48760 1.24290 -3.80381
C8 4.91712 2.58841 -3.18372
C9 4.30734 2.31489 -1.72270
C10 2.72034 2.32965 -1.69220
C11 2.12817 0.99374 -1.02974
Ga1 1.65616 1.19669 0.95236
C12 -0.23554 0.46909 1.37445
C13 -1.33249 0.88472 0.30981
C14 -2.81011 0.88967 0.93739
S1 -3.64293 -0.75608 0.83904
C15 -5.43203 -0.48017 0.46102
S2 -6.33536 0.31539 1.57553
N1 -5.88896 -0.97348 -0.85312
C16 -6.43505 0.08276 -1.69148
C17 -7.83296 0.19544 -2.15241
C18 -8.31828 1.28766 -3.05115
C19 -7.34781 2.31281 -3.53379
C20 -5.94545 2.21519 -3.05565
C21 -5.46120 1.13224 -2.15935
C22 -6.72882 -2.13473 -0.79497
C23 -6.43009 -3.23407 -1.78920
C24 -7.21336 -4.46182 -1.90634
C25 -8.39208 -4.69578 -0.97404
C26 -8.73466 -3.65749 0.01084
C27 -7.92355 -2.37306 0.12694
C28 2.97846 0.24365 2.24505
F1 2.17815 -0.32847 3.28320
F2 3.84025 1.15570 2.89535
C29 3.90890 -0.84697 1.57784
F3 3.06412 -1.84716 1.06154
F4 4.61374 -0.28492 0.49534
C30 5.00999 -1.48639 2.52448
F5 6.16225 -0.68779 2.41665
F6 4.68107 -1.51146 3.85437
C31 5.47182 -2.94910 2.11235
F7 4.52400 -3.90534 2.31468
F8 5.95265 -2.91822 0.79616
F9 6.56254 -3.29118 2.90108
H1 3.74361 -7.31948 -1.41352
H2 5.56391 -6.85853 -1.39739
H3 4.80196 -7.72536 -2.84494
H4 5.74282 -4.21108 -2.66973
H5 5.07740 -4.73202 -0.94353
H6 3.75407 -2.71179 -1.25984
H7 2.74557 -3.85264 -2.29430
H8 2.98930 -2.10134 -3.90936
H9 4.40211 -3.21656 -4.30022
H10 5.89051 -1.49683 -4.03430
H11 5.38508 -1.22355 -2.30338
H12 4.04832 -0.01626 -4.93605
H13 3.44041 0.35824 -3.27575
H14 6.37807 0.90784 -3.19532
H15 5.88878 1.42118 -4.85266
H16 5.75763 3.33630 -3.10794
H17 4.14812 3.04920 -3.87737
H18 4.67977 3.16403 -1.07607
H19 4.72633 1.31756 -1.41564
H20 2.34632 3.26409 -1.19106
H21 2.36600 2.33431 -2.77346
H22 2.79689 0.11751 -1.27881
H23 1.14803 0.79849 -1.58016
H24 1.67165 2.76897 1.33401
H25 -0.50367 0.86442 2.39533
H26 -0.14127 -0.65858 1.41512
H27 -1.04681 1.92440 -0.05540
H28 -1.24045 0.19952 -0.57885
H29 -2.65076 1.10537 2.04012
H30 -3.38273 1.73710 0.47277
H31 -8.56873 -0.59228 -1.81950
H32 -9.39885 1.28556 -3.35514
H33 -7.74829 3.09018 -4.22934
H34 -5.22156 2.98666 -3.42988
H35 -4.38746 1.06702 -1.82759
H36 -5.56646 -3.07477 -2.49264
H37 -6.89290 -5.18151 -2.71315
H38 -8.96255 -5.65551 -1.06575
H39 -9.61955 -3.87874 0.66050
H40 -8.23426 -1.59449 0.86790
Be1 5.26877 -6.65511 0.12409
Cl1 -6.10251 -2.96706 1.65700
C32 -1.38668 5.25581 1.65716
C33 -1.23344 5.32620 0.16180
O2 -0.73290 4.41142 -0.46127
C34 -1.72286 6.57271 -0.53100
H41 -0.99125 4.30780 2.01358
H42 -0.82843 6.06555 2.12575
H43 -2.44357 5.31978 1.92766
H44 -1.17888 7.44277 -0.15903
H45 -2.79402 6.69681 -0.35998
H46 -1.54765 6.48293 -1.60423
Na1 7.29134 -4.80238 -0.85688
O3 5.92904 -1.49274 6.69943
Cl2 5.92546 -0.07829 6.46760
O4 6.84982 0.23558 5.35978
O5 6.38962 0.62251 7.65108
O6 4.61074 0.36023 6.12072
C35 -1.14621 1.89170 7.41970
C36 -1.55885 2.69201 6.20344
C37 -1.31956 1.99744 4.89407
O7 -1.20822 3.09998 3.99084
C38 -0.73493 4.15076 4.72287
O8 -0.35100 5.17979 4.26041
O9 -0.75492 3.86498 6.05338
H47 -1.92912 1.18448 7.69968
H48 -0.23105 1.32466 7.23330
H49 -0.94586 2.54958 8.26701
H50 -2.59997 3.01724 6.30623
H51 -2.13921 1.33883 4.60524
H52 -0.38007 1.43767 4.86289
C39 1.76326 -6.44348 2.02376
O10 1.45006 -6.88685 3.12029
O11 1.00100 -5.79999 1.26721
O12 2.89461 -6.56607 1.49064
C40 -8.11493 5.19106 -6.66419
Br1 -7.25116 5.62708 -4.98456
Br2 -6.85740 5.16690 -8.13272
Br3 -9.12319 3.53848 -6.55371
H53 -8.82805 5.98405 -6.86872
Ca1 5.38230 -4.10827 -5.76711
Be2 8.78435 1.07140 6.27055

Properties
charge = +2
Kohn-Sham gap = 1.11 eV
HOMO level = -9.90 eV
E_tot = -15643.613846 Ha
LUMO level = -8.79 eV

Here are the Löwdin charges for atoms 1 to 8, given in e: C -0.1664; O -0.2528; C -0.2589; C -0.1061; C -0.2206; C -0.2010; C -0.1902; C -0.2102



Record 3
ORCA calculation (ωB97M-V/def2-TZVPD) on a molecular structure, C30H27CsN3O8PSSe at a distorted geometry.

Element x y z (Å)
Cs1 0.96317 -1.35706 -0.58978
O1 1.81747 -4.60686 1.02172
C1 1.03687 -3.99626 2.03162
C2 -0.34723 -3.63276 1.51912
N1 -1.23223 -3.10126 2.53162
C3 -2.50433 -2.70486 1.97162
C4 -3.09573 -3.76746 0.93342
O2 -3.71003 -4.71866 1.42972
O3 -2.88783 -3.50476 -0.25528
C5 -0.69553 -2.12226 3.44112
C6 -0.01493 -0.82106 2.83772
O4 -0.12553 0.17774 3.54792
O5 0.58357 -0.94536 1.75702
H1 1.23657 -5.21836 0.55012
H2 1.57337 -3.09956 2.33952
H3 0.93957 -4.67166 2.89612
H4 -0.83033 -4.54686 1.14572
H5 -0.24133 -2.93196 0.67792
H6 -2.42773 -1.75676 1.41322
H7 -3.21113 -2.59496 2.80172
H8 0.07077 -2.57776 4.07542
H9 -1.50313 -1.77096 4.08682
O6 2.82247 -0.56026 -4.17968
S1 1.61217 -0.30496 -3.42548
O7 0.77367 -1.47706 -3.20718
O8 1.81847 0.43004 -2.16858
C7 0.61727 0.84514 -4.39438
C8 0.94397 1.20794 -5.68348
C9 0.13167 2.10174 -6.36718
C10 -1.02183 2.56884 -5.75548
C11 -1.35023 2.18824 -4.46478
C12 -0.50053 1.34654 -3.74798
P1 -0.73213 0.87074 -1.98368
C13 -0.27783 2.49504 -1.23668
C14 -0.80713 3.72424 -1.62158
C15 -0.38053 4.89394 -1.01678
C16 0.58707 4.85754 -0.02518
C17 1.10217 3.63794 0.37772
C18 0.66857 2.46584 -0.21578
C19 -2.56983 0.98234 -2.00168
C20 -3.17013 -0.04756 -2.72718
C21 -4.54293 -0.16636 -2.79168
C22 -5.34463 0.74384 -2.12148
C23 -4.76133 1.74254 -1.36098
C24 -3.38133 1.85294 -1.28558
H10 1.83557 0.79244 -6.12748
H11 0.38667 2.41834 -7.37178
H12 -1.67353 3.25154 -6.28528
H13 -2.27893 2.52674 -4.02088
H14 -1.56483 3.77904 -2.39138
H15 -0.80433 5.84074 -1.32598
H16 0.92867 5.77804 0.43112
H17 1.84507 3.59444 1.16052
H18 1.06807 1.51364 0.10142
H19 -2.52903 -0.76036 -3.23018
H20 -4.99053 -0.97936 -3.34508
H21 -6.42223 0.66514 -2.17768
H22 -5.38633 2.43574 -0.81218
H23 -2.94203 2.62184 -0.66378
Se1 4.98747 -2.68916 1.96702
N2 3.85987 -1.34936 2.01362
C25 3.94777 -0.75256 3.20082
C26 3.15287 0.32704 3.62132
C27 3.36047 0.85174 4.86952
C28 4.36057 0.34614 5.71622
C29 5.14607 -0.71636 5.34432
C30 4.94577 -1.30436 4.08402
N3 5.62117 -2.35346 3.60082
H24 2.36767 0.68374 2.97682
H25 2.73517 1.66154 5.21752
H26 4.50477 0.80344 6.68742
H27 5.90677 -1.11606 5.99962

Properties
energy relative to the best compared isomer or geometry (same formula, charge and spin) = 74.3 kcal per mole
charge = -2
Kohn-Sham gap = 5.05 eV
HOMO level = -1.82 eV
E_tot = -5086.754509 Ha
LUMO level = 3.23 eV

Here are the Löwdin charges for atoms 1 to 8, given in e: Cs 1.5447; O -0.1023; C -0.2692; C -0.2355; N -0.1622; C -0.1236; C -0.7677; O -0.0786



Record 4
ORCA calculation (ωB97M-V/def2-TZVPD) on 2 unconnected molecules or ions with the total composition C2H4IN3 at a distorted geometry.

Element x y z (Å)
C1 -1.09950 0.96642 -0.65098
C2 0.62328 -0.04731 1.57582
N1 -2.13161 0.32961 -0.86830
N2 1.38824 -1.98637 0.41432
N3 1.09928 -0.98853 1.01711
I1 0.63229 1.26662 -1.87418
H1 -0.95427 1.48503 0.34472
H2 0.58271 0.77237 2.09002
H3 -2.32344 0.06191 -1.86582
H4 2.18302 -1.85977 -0.18272

Properties
energy relative to the best compared isomer or geometry (same formula, charge and spin) = 49.9 kcal per mole
charge = 0
Kohn-Sham gap = 9.02 eV
HOMO level = -8.70 eV
E_tot = -540.410377 Ha
LUMO level = 0.32 eV

Here are the Löwdin charges for atoms 1 to 8, given in e: C -0.7973; C 0.1036; N 0.0192; N 0.0620; N -0.2348; I 0.6764; H 0.0315; H 0.0089



Record 5
ORCA calculation (ωB97M-V/def2-TZVPD) on a molecular structure, C32H21Cl6CoN3O4S.

Element x y z (Å)
Co1 1.19955 1.33363 0.00732
Cl1 2.14944 4.24775 4.12691
C1 1.34510 2.70609 4.01570
C2 0.86797 2.11761 5.18257
C3 0.25710 0.89043 5.16628
Cl2 -0.28408 0.17779 6.67732
C4 0.08797 0.18688 3.95247
C5 -0.49362 -1.09501 3.83183
C6 -0.57226 -1.68767 2.60373
C7 -0.09527 -0.99840 1.47679
N1 0.43088 0.19802 1.55502
C8 0.55233 0.79828 2.76463
C9 1.23753 2.09214 2.74548
O1 1.70368 2.53836 1.66676
H1 0.99562 2.64166 6.12100
H2 -0.86440 -1.59231 4.71852
H3 -1.00954 -2.67016 2.48212
H4 -0.16496 -1.42288 0.48361
Cl3 -6.05385 4.53481 -0.62521
C10 -4.41339 3.91291 -0.48597
C11 -4.20188 2.56084 -0.29583
C12 -2.91233 2.07655 -0.19124
Cl4 -2.72156 0.36552 0.07454
C13 -1.73057 2.88497 -0.27657
O2 -0.54895 2.48471 -0.21354
C14 -2.05823 4.27987 -0.45994
Cl5 -0.72574 5.39318 -0.56083
C15 -3.33552 4.78144 -0.56489
H5 -5.03587 1.87577 -0.22483
H6 -3.48818 5.84251 -0.70788
C16 -4.49665 -4.03365 -1.58998
C17 -3.36144 -3.10887 -1.94229
C18 -2.08708 -3.31738 -1.42755
C19 -1.05149 -2.43377 -1.70101
C20 -1.28250 -1.32463 -2.49708
C21 -2.54640 -1.10872 -3.02703
C22 -3.57292 -1.99744 -2.75235
S1 0.00415 -0.13016 -2.86847
O3 -0.66745 1.13803 -2.85505
O4 0.55414 -0.55389 -4.14382
N2 1.03569 -0.21776 -1.65835
C23 2.08711 -1.09825 -1.67858
C24 2.29134 -2.17608 -2.53787
C25 3.41484 -3.01043 -2.42664
C26 4.37284 -2.82510 -1.47012
C27 4.21659 -1.75586 -0.55836
C28 5.14691 -1.49542 0.47243
C29 4.94017 -0.45680 1.33000
C30 3.79144 0.33936 1.16254
N3 2.91351 0.12279 0.21766
C31 3.09340 -0.90168 -0.65308
H7 -4.13836 -5.04749 -1.40442
H8 -5.23702 -4.07377 -2.39039
H9 -5.00743 -3.69291 -0.68575
H10 -1.90194 -4.17792 -0.79237
H11 -0.06673 -2.60054 -1.28548
H12 -2.72219 -0.21909 -3.61756
H13 -4.56406 -1.81028 -3.15208
H14 1.58583 -2.36189 -3.33138
H15 3.51365 -3.82720 -3.13407
H16 5.23733 -3.47419 -1.39242
H17 6.01868 -2.13498 0.56427
H18 5.63550 -0.23008 2.12766
H19 3.59850 1.19297 1.80110
Cl6 3.81900 2.63064 -1.42645
C32 1.99070 2.62322 -1.24319
H20 1.59459 2.49935 -2.24807
H21 1.73079 3.59458 -0.83027

Properties
energy relative to the best compared isomer or geometry (same formula, charge and spin) = 4.2 kcal per mole
charge = -2
Kohn-Sham gap (alpha / beta) = 6.04 / 5.92 eV
HOMO level (alpha / beta) = -1.96 / -1.85 eV
E_tot = -6239.519749 Ha
spin multiplicity = 2
LUMO level (alpha / beta) = 4.08 / 4.08 eV

Here are the Löwdin charges for atoms 1 to 8, given in e: Co 0.3719; Cl 0.6351; C -0.5932; C -0.1628; C -0.6295; Cl 0.5994; C -0.1819; C -0.0393



Record 6
ORCA calculation (ωB97M-V/def2-TZVPD) on a single C6H5N3 molecule at a distorted geometry.

Element x y z (Å)
C1 1.49695 -0.56334 -0.02087
C2 0.56210 1.54966 -0.00039
C3 -0.53586 0.74992 -0.05829
C4 -1.99771 0.51779 -0.02165
C5 -2.13619 -0.83385 0.04477
C6 0.00952 -0.61817 -0.06912
H1 1.84466 -2.34347 -0.05021
H2 2.69459 1.20110 -0.02175
H3 0.62792 2.61317 0.07192
H4 -2.75642 1.32380 0.03886
H5 -3.05543 -1.42351 0.08447
N1 2.35557 -1.46163 0.02683
N2 1.76979 0.82623 0.00718
N3 -0.87949 -1.53770 -0.03177

Properties
energy relative to the best compared isomer or geometry (same formula, charge and spin) = 35.2 kcal per mole
charge = 0
Kohn-Sham gap = 8.08 eV
HOMO level = -8.77 eV
E_tot = -395.852699 Ha
LUMO level = -0.69 eV
SMILES string = [H]/N=C1/NC=C2C=CN=C21

Here are the Löwdin charges for atoms 1 to 8, given in e: C -0.3563; C 0.0154; C -0.1565; C -0.0361; C -0.1230; C -0.2428; H 0.0691; H 0.1379